The following is a quantum chemistry calculation of a single C22H28N6O3 molecule at a distorted geometry, from the Open Molecules 2025 dataset.

XYZ file:
```
59
Properties=species:S:1:pos:R:3
C -0.840 -5.837 -1.324
H -0.631 -6.856 -1.639
H -1.307 -5.316 -2.155
H -1.536 -5.861 -0.491
C 0.455 -5.160 -0.889
N 0.208 -3.899 -0.210
C -0.224 -2.847 -1.108
H -1.089 -3.192 -1.674
C -0.632 -1.597 -0.318
N 0.477 -1.162 0.495
C 1.239 -0.087 0.233
N 2.513 -0.155 0.657
C 3.391 0.729 0.263
N 3.093 1.691 -0.673
C 4.050 2.518 -1.170
C 5.333 2.445 -0.740
C 5.675 1.499 0.251
C 4.732 0.654 0.756
C 5.023 -0.371 1.801
H 4.773 -1.361 1.425
H 4.401 -0.194 2.676
H 6.070 -0.344 2.089
H 6.692 1.450 0.608
H 6.079 3.106 -1.145
H 3.691 3.223 -1.905
C 1.726 1.923 -1.077
O 1.506 2.835 -1.850
C 0.767 1.057 -0.461
C -0.588 1.490 -0.553
C -1.592 1.287 0.346
C -1.417 0.616 1.562
N -1.315 0.113 2.594
C -2.936 1.852 0.050
O -3.208 2.352 -1.027
N -3.821 1.784 1.076
H -3.568 1.259 1.901
C -5.213 2.098 0.892
C -6.069 0.821 0.782
O -5.612 -0.094 -0.178
C -5.742 0.336 -1.517
H -6.763 0.681 -1.719
H -5.034 1.134 -1.761
H -5.526 -0.534 -2.133
H -7.111 1.114 0.577
H -6.034 0.274 1.729
H -5.576 2.695 1.734
H -5.285 2.688 -0.024
H -0.817 2.155 -1.379
C 0.953 -2.212 1.365
H 1.799 -1.834 1.936
C 1.354 -3.442 0.552
H 1.667 -4.237 1.231
H 2.207 -3.182 -0.102
H 0.134 -2.476 2.039
H -0.929 -0.819 -1.019
H -1.478 -1.841 0.332
H 0.577 -2.573 -1.822
H 1.122 -5.028 -1.761
H 0.965 -5.813 -0.176
```

Summary:
HOMO-LUMO gap ... 7.558 eV
Structure (SMILES) ... CCN1CCN(c2nc3c(C)cccn3c(=O)c2/C=C(\C#N)C(=O)NCCOC)CC1
Energy above the lowest of the compared OMol25 structures with the same formula, charge and spin ... 271.4 kJ/mol

=====

The following is a quantum chemistry calculation of C22H29BN9O5W as an isolated structure at a distorted geometry, from the Open Molecules 2025 dataset.

XYZ file:
```
67
Properties=species:S:1:pos:R:3
W 1.059 -0.592 -0.115
O 0.359 -2.096 1.536
C 0.377 -3.516 1.256
C 1.381 -3.715 0.147
N 1.125 -2.800 -0.997
C 2.311 -2.834 -1.875
C 3.442 -2.091 -1.137
O 4.593 -2.376 -1.248
O 2.952 -1.114 -0.382
C -0.143 -3.151 -1.703
C -1.192 -2.166 -1.247
O -2.065 -2.492 -0.209
O -1.125 -0.170 -0.043
H -0.387 -1.906 2.118
H -0.623 -3.848 0.980
H 0.706 -4.058 2.142
H 1.368 -4.755 -0.186
H 2.377 -3.503 0.538
H 2.098 -2.297 -2.799
H 2.643 -3.845 -2.110
H -0.451 -4.170 -1.477
H 0.002 -3.056 -2.778
C -3.287 -3.434 -2.171
C -2.672 -2.235 -1.496
C -3.352 -0.954 -1.691
C -3.056 0.317 -1.176
N -2.109 0.790 -0.410
N -0.606 -0.863 -1.183
B -0.015 2.478 0.732
N 0.601 1.680 1.803
C 0.765 2.044 3.105
C 1.707 1.236 3.672
C 2.123 0.349 2.672
C 3.164 -0.707 2.776
N 1.451 0.620 1.536
N 0.599 2.380 -0.600
C 0.852 3.430 -1.422
C 1.676 3.017 -2.429
C 1.922 1.660 -2.186
C 2.750 0.708 -2.972
N 1.272 1.276 -1.080
N -1.076 3.364 1.006
C -1.847 4.116 0.130
C -2.871 4.641 0.828
C -2.693 4.169 2.177
C -3.563 4.448 3.347
N -1.634 3.414 2.268
H -4.335 -3.525 -1.882
H -2.778 -4.349 -1.879
H -3.237 -3.327 -3.255
H -4.203 -1.003 -2.358
H -3.746 1.116 -1.431
H 0.189 2.854 3.514
H 2.077 1.284 4.682
H 4.116 -0.243 3.040
H 3.302 -1.236 1.842
H 2.926 -1.414 3.571
H 0.457 4.411 -1.212
H 2.072 3.611 -3.234
H 3.233 1.220 -3.799
H 2.121 -0.087 -3.379
H 3.524 0.267 -2.345
H -1.599 4.180 -0.916
H -3.665 5.275 0.473
H -3.513 5.503 3.617
H -3.251 3.851 4.200
H -4.601 4.220 3.106
```

Summary:
HOMO-LUMO gap (spin up / spin down) ... 7.822 / 7.652 eV
Total charge ... +2
Energy above the lowest of the compared OMol25 structures with the same formula, charge and spin ... 519.3 kJ/mol
2S+1 ... 4

=====

The following is a quantum chemistry calculation of C22H29BiBrCl3N2O2S2Si as an isolated structure at a distorted geometry, from the Open Molecules 2025 dataset.

XYZ file:
```
63
Properties=species:S:1:pos:R:3
Bi 2.790 0.546 2.776
S 2.169 3.002 2.180
C 0.451 2.979 2.498
C -0.334 3.995 1.945
C -1.704 4.029 2.124
C -2.481 5.019 1.430
N -3.102 5.786 0.843
C -2.323 3.051 2.917
C -1.553 2.057 3.492
C -0.176 1.991 3.273
S 0.647 0.621 3.997
C -3.750 3.023 3.079
N -4.893 2.976 3.191
H 0.143 4.764 1.352
H -2.035 1.301 4.097
C -1.678 0.907 0.214
C -1.188 0.791 -1.235
C -0.573 2.149 -1.600
C -2.397 0.524 -2.157
Si 0.029 -0.636 -1.482
Br 1.597 -0.372 0.354
C -0.586 -2.395 -1.094
C 0.509 -3.362 -0.615
C -1.673 -2.399 -0.010
C -1.192 -2.940 -2.407
C 1.291 -0.461 -2.902
C 0.478 -0.309 -4.206
C 2.191 -1.699 -3.015
C 2.230 0.749 -2.769
H -2.358 1.763 0.272
H -0.850 1.084 0.898
H -2.223 0.034 0.562
H -1.319 2.925 -1.401
H -0.302 2.222 -2.653
H 0.309 2.371 -0.993
H -3.078 1.378 -2.092
H -2.956 -0.365 -1.860
H -2.115 0.411 -3.206
H 0.930 -3.062 0.343
H 1.329 -3.474 -1.319
H 0.049 -4.346 -0.482
H -1.303 -1.997 0.935
H -1.970 -3.436 0.168
H -2.568 -1.850 -0.302
H -0.441 -3.080 -3.184
H -1.980 -2.298 -2.809
H -1.640 -3.917 -2.202
H -0.225 -1.130 -4.367
H 1.171 -0.302 -5.052
H -0.083 0.626 -4.233
H 1.638 -2.605 -3.259
H 2.757 -1.875 -2.100
H 2.909 -1.528 -3.823
H 1.708 1.701 -2.715
H 2.871 0.772 -3.656
H 2.871 0.669 -1.894
Cl 2.567 -2.882 6.610
C 3.631 -2.188 5.384
Cl 5.278 -2.773 5.598
Cl 3.646 -0.400 5.637
C 3.090 -2.624 3.963
O 3.217 -3.798 3.718
O 2.552 -1.716 3.242
```

Summary:
HOMO-LUMO gap ... 7.087 eV

=====

The following is a quantum chemistry calculation of a single C22H29ClN6O2 molecule at a distorted geometry, from the Open Molecules 2025 dataset.

XYZ file:
```
60
Properties=species:S:1:pos:R:3
C -3.932 -5.352 1.584
C -2.475 -5.636 1.237
C -1.783 -4.423 0.613
C -1.381 -3.400 1.681
N -1.070 -2.116 1.105
C 0.044 -1.713 0.452
N -0.059 -0.472 0.001
C -1.288 -0.056 0.369
C -1.952 -1.058 1.056
C -3.266 -0.871 1.586
O -3.928 -1.670 2.225
N -3.756 0.403 1.290
C -3.115 1.427 0.601
O -3.645 2.501 0.418
N -1.844 1.161 0.137
C -1.103 2.171 -0.589
H -1.696 3.083 -0.594
H -0.143 2.344 -0.102
H -0.923 1.838 -1.611
C -5.094 0.681 1.786
H -5.405 1.649 1.404
H -5.771 -0.103 1.449
H -5.088 0.690 2.877
C 1.268 -2.569 0.299
N 2.483 -1.869 -0.052
C 2.438 -1.312 -1.400
C 3.776 -0.643 -1.719
N 4.100 0.385 -0.752
C 3.527 1.643 -0.858
C 2.654 1.989 -1.896
C 2.147 3.271 -1.986
C 2.473 4.257 -1.074
C 3.353 3.925 -0.057
C 3.873 2.653 0.052
H 4.574 2.449 0.845
H 3.641 4.679 0.662
H 2.059 5.249 -1.159
Cl 1.048 3.636 -3.277
H 2.348 1.271 -2.637
C 4.194 -0.232 0.556
H 4.963 -1.008 0.509
C 2.849 -0.860 0.931
H 2.096 -0.060 0.992
H 2.926 -1.349 1.906
H 4.479 0.495 1.314
H 4.572 -1.392 -1.666
H 3.773 -0.226 -2.726
H 1.625 -0.581 -1.492
H 2.262 -2.134 -2.098
H 1.083 -3.324 -0.475
H 1.443 -3.098 1.244
H -2.218 -3.239 2.363
H -0.519 -3.763 2.248
H -0.894 -4.741 0.063
H -2.465 -3.946 -0.094
H -1.930 -5.939 2.133
H -2.435 -6.468 0.531
H -4.026 -4.477 2.221
H -4.506 -5.171 0.679
H -4.370 -6.202 2.102
```

Summary:
HOMO-LUMO gap ... 8.456 eV
Structure (SMILES) ... CCCCn1c(CN2CCN(c3cccc(Cl)c3)CC2)nc2c1c(=O)n(C)c(=O)n2C
Energy above the lowest of the compared OMol25 structures with the same formula, charge and spin ... 42.6 kJ/mol

=====

The following is a quantum chemistry calculation of C22H29N2OReS2Sb as an isolated structure at a distorted geometry, from the Open Molecules 2025 dataset.

XYZ file:
```
58
Properties=species:S:1:pos:R:3
Re -0.193 0.741 -0.023
C -0.927 0.821 4.256
C -1.184 0.698 2.783
N -0.139 0.591 1.971
N 1.069 0.371 2.652
C 2.103 0.220 1.918
S 1.992 0.228 0.120
S 3.648 0.179 2.681
C 4.614 -0.990 1.634
C 4.239 -2.422 1.877
C 3.248 -3.029 1.113
C 2.876 -4.342 1.363
C 3.493 -5.054 2.381
C 4.487 -4.455 3.140
C 4.859 -3.142 2.889
C -2.565 0.621 2.317
C -3.594 0.576 3.280
C -4.913 0.375 2.932
C -5.257 0.204 1.596
C -4.277 0.243 0.619
C -2.963 0.451 0.979
O -2.058 0.503 -0.045
H 0.075 1.173 4.456
H -1.649 1.495 4.707
H -1.028 -0.158 4.734
H 4.501 -0.699 0.591
H 5.638 -0.777 1.937
H 2.787 -2.487 0.293
H 2.118 -4.816 0.753
H 3.205 -6.078 2.577
H 4.981 -5.013 3.924
H 5.642 -2.681 3.480
H -3.356 0.679 4.326
H -5.673 0.339 3.699
H -6.288 0.034 1.315
H -4.511 0.109 -0.429
C 1.539 3.194 -2.851
C 0.269 3.856 -2.320
Sb -0.041 3.379 -0.270
C -1.878 4.142 0.469
C -1.995 5.649 0.247
C 1.510 4.242 0.884
C 1.318 4.002 2.379
H 1.631 3.391 -3.919
H 1.529 2.108 -2.723
H 2.434 3.583 -2.367
H -0.625 3.540 -2.857
H 0.324 4.944 -2.366
H -1.901 3.876 1.527
H -2.666 3.581 -0.035
H -1.204 6.201 0.756
H -2.946 5.999 0.647
H -1.970 5.909 -0.811
H 1.491 5.304 0.633
H 2.443 3.822 0.510
H 0.351 4.362 2.733
H 2.085 4.542 2.935
H 1.412 2.946 2.634
```

Summary:
HOMO-LUMO gap (spin up / spin down) ... 4.970 / 5.248 eV
Total charge ... +2
Energy above the lowest of the compared OMol25 structures with the same formula, charge and spin ... 0.0 kJ/mol
2S+1 ... 2

=====

The following is a quantum chemistry calculation of a single C22H29N3O2S molecule, from the Open Molecules 2025 dataset.

XYZ file:
```
57
Properties=species:S:1:pos:R:3
C -0.979 3.087 3.159
C -1.093 2.871 1.653
H -2.029 3.300 1.292
H -0.306 3.409 1.124
C -1.095 1.390 1.229
N 0.117 0.697 1.713
C 0.145 -0.646 1.890
O -0.718 -1.419 1.484
C 1.286 -1.240 2.662
N 1.774 -0.576 3.706
C 2.698 -1.160 4.446
C 3.199 -2.427 4.185
C 2.692 -3.120 3.097
C 1.709 -2.523 2.327
H 1.266 -3.023 1.480
H 3.052 -4.110 2.857
H 3.960 -2.856 4.817
H 3.053 -0.577 5.286
C 1.400 1.386 1.577
C 1.982 1.168 0.217
C 1.936 1.988 -0.867
C 2.567 1.440 -2.006
C 3.082 0.207 -1.774
S 2.808 -0.314 -0.156
H 3.610 -0.437 -2.449
H 2.627 1.943 -2.954
H 1.456 2.950 -0.863
H 2.073 1.007 2.347
H 1.268 2.451 1.741
C -2.363 0.749 1.811
H -2.247 0.618 2.884
H -2.579 -0.221 1.378
H -3.209 1.404 1.622
C -1.155 1.343 -0.322
O -1.209 2.353 -0.998
N -1.137 0.103 -0.825
H -1.134 -0.688 -0.186
C -1.242 -0.184 -2.239
C -2.656 -0.660 -2.587
C -2.762 -0.977 -4.075
C -1.735 -2.033 -4.472
C -0.327 -1.560 -4.125
C -0.218 -1.245 -2.636
H 0.787 -0.890 -2.402
H -0.403 -2.151 -2.053
H -0.094 -0.662 -4.700
H 0.402 -2.328 -4.393
H -1.806 -2.237 -5.542
H -1.947 -2.963 -3.938
H -2.585 -0.065 -4.650
H -3.769 -1.329 -4.306
H -3.374 0.115 -2.313
H -2.882 -1.555 -2.001
H -1.035 0.756 -2.764
H -1.897 2.797 3.662
H -0.163 2.508 3.583
H -0.802 4.140 3.368
```

Summary:
HOMO-LUMO gap ... 9.003 eV
Structure (SMILES) ... CC[C@@](C)(C(=O)NC1CCCCC1)N(Cc1cccs1)C(=O)c1ccccn1
Energy above the lowest of the compared OMol25 structures with the same formula, charge and spin ... 18.0 kJ/mol

=====

The following is a quantum chemistry calculation of a single C22H29N3O3S molecule, from the Open Molecules 2025 dataset.

XYZ file:
```
58
Properties=species:S:1:pos:R:3
C 0.885 -1.223 4.425
H 1.511 -0.371 4.172
H 1.356 -2.131 4.055
H 0.824 -1.295 5.508
C -0.516 -1.063 3.834
C -1.312 -2.358 3.976
H -1.328 -2.678 5.015
H -2.338 -2.221 3.641
H -0.858 -3.143 3.377
C -0.472 -0.634 2.358
N 0.340 -1.521 1.548
C 0.095 -1.601 0.219
O -0.974 -1.330 -0.285
C 1.321 -2.044 -0.586
N 0.968 -2.416 -1.925
C 1.563 -3.455 -2.604
O 2.067 -4.422 -2.079
C 1.446 -3.105 -4.035
C 1.816 -3.819 -5.160
C 1.645 -3.218 -6.397
C 1.121 -1.936 -6.498
C 0.748 -1.218 -5.370
C 0.918 -1.815 -4.138
C 0.617 -1.318 -2.767
H -0.418 -0.998 -2.623
S 1.676 0.104 -2.173
C 2.275 -0.841 -0.728
H 3.293 -1.172 -0.937
H 2.271 -0.178 0.137
H 0.349 -0.219 -5.450
H 1.004 -1.487 -7.474
H 1.924 -3.750 -7.293
H 2.222 -4.814 -5.063
H 1.815 -2.896 -0.107
H 1.300 -1.586 1.855
H -1.481 -0.661 1.936
C 0.133 0.770 2.183
O 1.340 0.926 2.114
N -0.755 1.767 2.093
H -1.738 1.552 2.042
C -0.362 3.125 1.758
C -1.368 4.122 2.332
C -2.716 4.054 1.614
C -2.540 4.246 0.111
C -1.581 3.204 -0.456
C -0.227 3.295 0.240
H 0.222 4.270 0.040
H 0.448 2.529 -0.147
H -1.998 2.203 -0.325
H -1.448 3.364 -1.527
H -3.508 4.174 -0.387
H -2.139 5.245 -0.079
H -3.198 3.091 1.802
H -3.374 4.828 2.014
H -1.501 3.933 3.400
H -0.954 5.125 2.218
H 0.621 3.274 2.219
H -1.034 -0.264 4.378
```

Summary:
HOMO-LUMO gap ... 9.362 eV
Structure (SMILES) ... CC(C)[C@H](NC(=O)[C@@H]1CS[C@H]2c3ccccc3C(=O)N12)C(=O)NC1CCCCC1
Energy above the lowest of the compared OMol25 structures with the same formula, charge and spin ... 0.0 kJ/mol

=====

The following is a quantum chemistry calculation of a single C22H29N3O4S molecule, from the Open Molecules 2025 dataset.

XYZ file:
```
59
Properties=species:S:1:pos:R:3
C -4.948 -0.121 -3.434
H -4.597 0.914 -3.380
O -5.077 -0.689 -2.153
C -3.965 -0.779 -1.370
C -2.694 -0.363 -1.735
C -1.644 -0.500 -0.840
C -1.842 -1.020 0.428
C -3.128 -1.479 0.783
C -4.171 -1.353 -0.113
H -5.170 -1.679 0.124
O -3.229 -2.028 2.029
C -4.482 -2.518 2.443
H -4.326 -2.911 3.447
H -4.834 -3.321 1.789
H -5.231 -1.722 2.478
N -0.814 -1.166 1.360
C 0.339 -0.457 1.496
O 1.286 -0.943 2.104
C 0.404 0.884 0.898
C 1.599 1.357 0.391
N 2.783 0.668 0.374
C 3.905 1.154 -0.203
O 3.939 2.236 -0.756
C 5.094 0.215 -0.065
N 4.637 -1.160 -0.022
H 5.354 -1.758 0.373
C 4.251 -1.666 -1.329
C 3.528 -3.016 -1.236
C 2.222 -2.883 -0.458
H 2.417 -2.557 0.560
H 1.564 -2.159 -0.934
H 1.706 -3.839 -0.422
C 4.416 -4.091 -0.613
H 4.578 -3.888 0.443
H 5.380 -4.138 -1.117
H 3.941 -5.065 -0.699
H 3.295 -3.317 -2.264
H 5.120 -1.765 -2.003
H 3.573 -0.934 -1.778
H 5.588 0.457 0.881
H 5.801 0.430 -0.883
H 2.809 -0.231 0.855
S 1.497 2.941 -0.301
C -0.166 3.007 0.168
C -0.607 1.877 0.782
C -2.007 2.066 1.279
H -2.660 1.214 1.103
H -1.984 2.259 2.355
C -2.474 3.314 0.500
H -3.155 3.930 1.084
H -2.996 2.990 -0.401
C -1.196 4.081 0.098
H -1.276 4.533 -0.891
H -0.968 4.878 0.812
H -0.890 -1.978 1.961
H -0.656 -0.188 -1.136
H -2.496 0.060 -2.706
H -5.947 -0.140 -3.866
H -4.270 -0.703 -4.065
```

Summary:
HOMO-LUMO gap ... 8.268 eV
Structure (SMILES) ... COc1ccc(NC(=O)c2c(NC(=O)CNCC(C)C)sc3c2CCC3)c(OC)c1
Energy above the lowest of the compared OMol25 structures with the same formula, charge and spin ... 102.0 kJ/mol

=====

We obtain calculated total energy values of -1409.39957; -1816.11046; -6370.85527; -1795.01308; -2154.73044; -1568.70813; -1644.00206; -1719.16643 Ha for the records listed above, in that order.